1.
Computed, not measured: an isolated molecule of C7H11NO3, with the ωB97M-V functional and the def2-TZVPD basis.

Element x y z (Å)
C (-2.135, -0.516, 1.542)
C (-0.691, 1.206, 0.690)
C (2.621, 0.055, 0.772)
C (0.792, -0.851, -0.039)
C (0.511, 0.701, -0.172)
C (0.132, -1.902, -0.882)
C (0.426, 1.184, -1.595)
N (-1.773, 0.356, 0.560)
O (-2.317, 0.423, -0.559)
O (1.989, -1.038, 0.532)
O (1.785, 1.144, 0.425)
H (-2.983, -1.207, 1.401)
H (-0.269, 1.402, 1.674)
H (-0.957, 2.164, 0.344)
H (-1.600, -0.693, 2.495)
H (3.341, 0.139, 1.603)
H (0.713, -1.957, -1.779)
H (-0.905, -1.653, -0.844)
H (0.198, -2.962, -0.575)
H (1.171, 0.649, -2.095)
H (0.622, 2.257, -1.499)
H (-0.672, 1.100, -1.999)

Its maximum force is 5.60 eV/A. The calculation puts the LUMO energy at 0.53 eV. Its spin multiplicity is 1. As for the gap between HOMO and LUMO: 7.029 eV. For the total energy, the calculation gives -553.55201 a.u.

***

2.
Computed, not measured: an isolated molecule of C5H8O2, with the ωB97M-V functional and the def2-TZVPD basis.

Element x y z (Å)
C (0.398, 1.710, -0.397)
C (0.181, 0.475, 0.464)
C (-1.224, 0.151, 0.814)
O (-1.352, -1.136, 0.902)
C (-0.232, -1.820, 0.585)
C (0.675, -0.872, -0.138)
O (0.560, -0.946, -1.559)
H (-0.019, 2.603, 0.081)
H (-0.081, 1.578, -1.370)
H (1.464, 1.882, -0.570)
H (0.728, 0.557, 1.425)
H (-2.034, 0.765, 1.182)
H (-0.431, -2.843, 0.289)
H (1.739, -1.015, 0.060)
H (-0.373, -1.090, -1.767)

Its maximum force is 1.13 eV/A. The calculation puts the LUMO energy (spin up / spin down) at 0.59 / 0.43 eV. Its spin multiplicity is 1. As for the gap between HOMO and LUMO (spin up / spin down): 8.282 / 7.722 eV. For the total energy, the calculation gives -345.67798 a.u.

***

3.
Computed, not measured: a 2-piece molecular cluster, Cl3H3N4 overall, with the ωB97M-V functional and the def2-TZVPD basis.

Element x y z (Å)
N (1.829, -0.130, 0.000)
N (0.699, 0.655, 0.016)
N (-0.345, 0.170, 0.585)
N (-1.511, 0.607, 0.451)
Cl (-0.306, -2.394, -0.688)
Cl (-1.922, 1.658, -0.995)
Cl (-2.762, -0.546, 0.781)
H (1.526, -1.081, -0.306)
H (2.210, -0.226, 0.939)
H (0.580, 1.287, -0.783)

Its maximum force is 1.82 eV/A. The calculation puts the LUMO energy (spin up / spin down) at -2.64 / -2.64 eV. Its spin multiplicity is 1. As for the gap between HOMO and LUMO (spin up / spin down): 5.901 / 5.900 eV. For the total energy, the calculation gives -1601.18815 a.u.